# 1
{"formula": "CH4BrN2O", "method": "wB97M-V/def2-TZVPD", "orbital_gap_ev": 9.442, "e_homo_ev": -14.94, "total_charge": 1, "smiles": "[NH2+]=C(Br)NO", "e_above_lowest_ev": 1.1732, "e_tot_ev": -76161.714, "symbols": ["N", "C", "Br", "N", "O", "H", "H", "H", "H"], "positions_angstrom": [[0.957, -0.193, -1.075], [-0.060, 0.588, -1.179], [-0.419, 1.680, -2.548], [-1.115, 0.880, 0.153], [-0.723, 0.135, 1.211], [1.242, -0.395, -0.107], [1.478, -0.620, -1.811], [-1.060, 1.827, 0.492], [-1.038, -0.752, 1.004]], "forces_ev_per_angstrom": [[-1.107, 0.054, 1.818], [-1.492, 2.285, 3.558], [-0.405, -0.060, -0.846], [2.009, -1.740, -3.894], [0.855, -0.764, 0.498], [-0.213, -0.383, -0.268], [0.348, 0.070, -0.768], [0.419, 0.811, -0.529], [-0.413, -0.274, 0.432]]}

# 2
{"formula": "C30H70N6O10", "method": "wB97M-V/def2-TZVPD", "orbital_gap_ev": 8.620, "e_homo_ev": -8.92, "smiles": "COCCCCC[C@@]1(N=C=O)COC(=O)O1.COC[C@@H](C)N.COC[C@@H](C)N.COC[C@@H](C)N.COC[C@@H](C)N.COC[C@@H](C)N", "e_tot_ev": -61649.987, "symbols": ["C", "O", "C", "C", "C", "C", "C", "C", "N", "C", "O", "C", "O", "C", "O", "O", "H", "H", "H", "H", "H", "H", "H", "H", "H", "H", "H", "H", "H", "H", "H", "C", "O", "C", "C", "C", "N", "H", "H", "H", "H", "H", "H", "H", "H", "H", "H", "H", "C", "O", "C", "C", "C", "N", "H", "H", "H", "H", "H", "H", "H", "H", "H", "H", "H", "C", "O", "C", "C", "C", "N", "H", "H", "H", "H", "H", "H", "H", "H", "H", "H", "H", "C", "O", "C", "C", "C", "N", "H", "H", "H", "H", "H", "H", "H", "H", "H", "H", "H", "C", "O", "C", "C", "C", "N", "H", "H", "H", "H", "H", "H", "H", "H", "H", "H", "H"], "positions_angstrom": [[3.248, 1.546, -0.554], [1.837, 1.824, -0.864], [1.730, 2.993, -1.799], [0.497, 3.933, -1.265], [0.972, 5.333, -0.529], [2.255, 5.173, 0.477], [3.499, 6.241, 0.144], [4.674, 5.600, -0.800], [4.482, 5.465, -2.292], [3.488, 6.278, -2.774], [2.642, 7.253, -3.174], [6.093, 6.414, -0.689], [6.969, 5.381, -1.285], [6.607, 4.096, -0.612], [7.396, 3.068, -0.263], [5.138, 4.218, -0.444], [4.002, 1.769, -1.421], [3.656, 2.127, 0.398], [3.311, 0.388, -0.277], [1.592, 2.582, -2.887], [2.766, 3.540, -1.728], [-0.148, 4.272, -2.208], [-0.230, 3.272, -0.596], [0.039, 5.672, 0.135], [1.111, 6.222, -1.314], [2.657, 4.075, 0.600], [1.878, 5.496, 1.562], [3.103, 7.296, -0.208], [4.002, 6.439, 1.208], [5.993, 7.363, -1.392], [6.330, 6.570, 0.447], [4.444, -2.317, 1.543], [4.134, -2.176, 0.165], [4.240, -3.386, -0.591], [3.011, -4.318, -0.478], [2.946, -5.087, 0.840], [1.756, -3.578, -0.661], [5.236, -3.052, 1.716], [3.544, -2.585, 2.100], [4.784, -1.347, 1.916], [4.327, -3.070, -1.638], [5.170, -3.914, -0.350], [3.091, -5.062, -1.280], [2.605, -4.465, 1.673], [2.240, -5.920, 0.759], [3.924, -5.503, 1.101], [1.763, -3.146, -1.589], [1.778, -2.776, -0.025], [-1.310, -5.393, 1.971], [-1.259, -6.241, 0.834], [-2.540, -6.612, 0.316], [-3.194, -5.544, -0.591], [-3.790, -4.367, 0.181], [-2.245, -5.029, -1.587], [-2.163, -5.619, 2.618], [-1.334, -4.348, 1.656], [-0.392, -5.540, 2.547], [-2.361, -7.506, -0.294], [-3.212, -6.919, 1.126], [-4.021, -6.030, -1.124], [-3.028, -3.665, 0.531], [-4.472, -3.799, -0.461], [-4.360, -4.715, 1.047], [-1.925, -5.808, -2.167], [-1.400, -4.742, -1.085], [-5.049, -4.878, 4.025], [-5.839, -3.979, 3.263], [-7.129, -4.483, 2.905], [-8.192, -4.366, 4.023], [-8.034, -5.407, 5.129], [-8.193, -3.026, 4.626], [-5.214, -5.920, 3.737], [-5.249, -4.738, 5.089], [-3.997, -4.635, 3.855], [-7.461, -3.867, 2.061], [-7.054, -5.509, 2.527], [-9.172, -4.534, 3.561], [-7.219, -5.169, 5.819], [-8.948, -5.466, 5.729], [-7.847, -6.401, 4.709], [-8.398, -2.339, 3.897], [-7.227, -2.810, 4.892], [0.499, 11.703, 2.186], [0.485, 10.787, 3.270], [-0.463, 9.725, 3.134], [0.011, 8.557, 2.238], [-0.046, 8.869, 0.743], [1.375, 8.133, 2.585], [-0.497, 11.855, 1.760], [1.196, 11.361, 1.418], [0.867, 12.664, 2.557], [-0.611, 9.332, 4.147], [-1.436, 10.113, 2.808], [-0.666, 7.713, 2.416], [0.777, 9.512, 0.416], [0.024, 7.945, 0.160], [-0.988, 9.359, 0.481], [1.384, 7.830, 3.561], [1.963, 8.971, 2.589], [0.632, -4.864, -7.323], [-0.194, -3.785, -6.915], [-1.148, -4.120, -5.903], [-0.575, -4.138, -4.467], [0.265, -5.377, -4.159], [0.227, -2.938, -4.193], [0.099, -5.820, -7.309], [1.521, -4.912, -6.691], [0.967, -4.669, -8.345], [-1.913, -3.335, -5.949], [-1.657, -5.061, -6.146], [-1.426, -4.147, -3.775], [1.263, -5.330, -4.603], [0.405, -5.481, -3.077], [-0.229, -6.285, -4.519], [-0.369, -2.115, -4.304], [0.907, -2.845, -4.953]], "forces_ev_per_angstrom": [[0.783, -1.364, 0.944], [1.902, 1.452, -0.994], [0.232, -0.049, 0.884], [-0.321, 0.299, -1.172], [-0.934, -0.194, 0.441], [-0.204, 1.052, 0.887], [0.157, -1.308, 1.524], [1.796, 0.697, 0.364], [-6.831, 5.087, -2.409], [-0.508, 3.415, 0.472], [6.641, -8.079, 2.777], [-1.825, -1.037, -0.440], [-0.164, -1.961, 2.794], [1.668, -2.114, 0.658], [-5.903, 7.525, -2.723], [2.527, 0.614, 0.485], [-1.624, -0.432, 1.399], [-1.066, -0.921, -1.928], [-0.118, 2.506, -0.734], [0.070, 0.857, 2.029], [-2.147, -0.734, -0.364], [1.309, -0.787, 1.971], [1.817, 1.451, -1.277], [2.035, -0.690, -1.429], [-0.075, -2.150, 1.608], [-0.765, 2.213, -0.596], [0.897, -0.661, -2.421], [0.898, -2.336, 0.275], [-0.869, -0.416, -2.415], [0.782, -2.074, 1.716], [-0.198, 0.073, -2.291], [-0.204, 0.341, -0.072], [0.301, -0.527, -0.091], [-0.220, 0.154, -0.257], [-0.031, 0.322, 0.395], [-0.039, -0.300, 0.058], [0.222, 0.306, -0.213], [-0.077, -0.048, -0.036], [0.115, -0.153, 0.164], [0.002, -0.060, -0.153], [-0.074, 0.084, 0.163], [-0.026, -0.014, 0.181], [0.045, 0.165, -0.022], [0.064, 0.022, -0.145], [0.057, 0.173, -0.036], [-0.053, 0.040, 0.012], [-0.224, -0.195, 0.085], [-0.051, -0.291, -0.111], [0.384, 0.054, -0.214], [-0.652, -0.215, 0.111], [0.242, -0.019, -0.286], [0.294, 0.222, 0.279], [-0.229, 0.078, 0.000], [0.194, -0.402, 0.045], [-0.053, 0.005, -0.085], [-0.131, 0.065, 0.179], [-0.071, -0.092, -0.116], [0.113, 0.130, 0.058], [-0.019, 0.152, 0.102], [0.139, -0.087, 0.039], [-0.026, -0.155, -0.053], [0.146, -0.104, 0.059], [0.035, 0.077, -0.029], [-0.123, 0.188, 0.079], [-0.175, 0.078, -0.144], [0.119, 0.387, 0.037], [-0.353, -0.487, -0.173], [-0.085, 0.340, -0.045], [0.431, -0.002, 0.169], [-0.181, -0.171, 0.134], [0.201, 0.182, -0.370], [-0.086, 0.011, 0.039], [0.031, -0.252, 0.054], [-0.132, 0.045, -0.090], [0.135, 0.022, 0.134], [0.073, -0.078, 0.143], [0.140, 0.086, -0.070], [-0.060, 0.032, -0.151], [0.150, 0.076, -0.113], [0.008, 0.067, 0.036], [-0.067, -0.154, 0.239], [-0.312, -0.106, 0.017], [0.323, 0.058, 0.199], [-0.557, -0.254, -0.179], [0.213, -0.143, 0.251], [0.152, 0.422, -0.143], [-0.088, -0.154, -0.217], [0.065, 0.120, 0.392], [0.032, -0.094, -0.019], [-0.140, 0.087, -0.198], [-0.076, -0.138, 0.073], [0.133, 0.105, -0.084], [0.069, 0.053, -0.153], [0.060, 0.104, 0.119], [-0.080, -0.022, 0.129], [0.015, 0.162, 0.143], [0.090, -0.016, 0.010], [0.010, -0.036, -0.270], [-0.172, -0.237, -0.082], [0.139, 0.375, -0.096], [-0.374, -0.418, 0.171], [0.046, 0.354, 0.121], [0.168, -0.080, -0.293], [0.007, -0.137, 0.219], [-0.092, 0.242, -0.327], [0.008, 0.025, 0.096], [0.016, -0.258, 0.000], [-0.128, 0.051, 0.085], [0.182, -0.018, -0.052], [0.143, -0.104, -0.004], [0.063, 0.113, -0.167], [-0.129, 0.036, -0.018], [-0.003, 0.103, -0.120], [0.047, 0.036, -0.015], [0.148, -0.196, 0.199], [-0.139, -0.072, 0.259]]}

# 3
{"formula": "C5H8N2", "method": "wB97M-V/def2-TZVPD", "orbital_gap_ev": [7.248, 9.192], "e_homo_ev": [-7.94, -8.85], "e_above_lowest_ev": 5.3055, "e_tot_ev": -8289.691, "symbols": ["C", "C", "C", "N", "C", "C", "N", "H", "H", "H", "H", "H", "H", "H", "H"], "positions_angstrom": [[-2.175, -0.742, 0.274], [-1.189, -0.263, -0.718], [-0.156, 0.702, -0.419], [0.865, -0.109, 0.341], [2.051, 0.564, 0.859], [2.100, -0.367, -0.349], [2.569, -0.862, -1.342], [-2.154, -0.152, 1.196], [-1.976, -1.791, 0.540], [-3.193, -0.725, -0.143], [-1.162, -0.750, -1.691], [0.306, 1.169, -1.298], [-0.515, 1.459, 0.289], [2.213, 1.620, 0.625], [2.417, 0.247, 1.836]], "forces_ev_per_angstrom": [[-0.042, -0.175, 0.083], [-1.155, -0.380, -1.208], [0.807, -0.086, 0.817], [0.636, 0.370, -0.131], [0.463, -0.080, -0.512], [-1.006, 0.753, 1.554], [0.462, -0.270, -0.557], [-0.032, -0.063, -0.112], [-0.045, 0.152, 0.047], [0.138, 0.036, 0.127], [-0.023, 0.038, 0.158], [-0.134, -0.038, 0.150], [0.120, 0.025, -0.132], [-0.110, -0.176, 0.003], [-0.079, -0.108, -0.288]]}

Q: What is the formula in the first record?
A: CH4BrN2O